(w)
Formula: C5H6O
Source: OMol25
Level of theory: wB97M-V/def2-TZVPD

Geometry (Å):
C  -1.052  -0.907  -0.518
C  -0.102  2.445  0.541
H  2.254  -0.051  0.343
H  -0.943  -1.990  -0.420
H  -0.142  3.500  0.697
C  -0.062  1.252  0.379
C  0.027  -0.212  0.314
H  -0.057  -0.542  1.362
O  1.649  -1.577  -0.834
H  -0.953  -0.658  -1.579
C  1.430  -0.643  -0.105
H  -2.050  -0.616  -0.179

As for the net charge: 0. The calculation puts the gap between HOMO and LUMO at 10.8 eV. As for the HOMO energy: -9.9 eV. Its SMILES is C#C[C@@H](C)C=O.

natural (NBO) population analysis, charges in e, atoms 1 to 2: number 1, C, carries -0.5919; number 2, C, carries -0.2368


(x)
Formula: C5H6O
Source: OMol25
Level of theory: wB97M-V/def2-TZVPD

Geometry (Å):
H  0.196  -1.205  -1.013
C  -0.554  -0.298  0.830
O  -2.528  0.764  -1.125
C  -3.056  0.132  -0.342
H  -0.128  -1.051  1.490
H  -1.610  -0.587  0.742
H  -0.517  0.681  1.320
H  3.790  0.717  0.122
C  2.772  0.452  -0.064
C  0.224  -0.237  -0.498
C  1.627  0.139  -0.271
H  -0.214  0.491  -1.192

As for the net charge: 0. The calculation puts the gap between HOMO and LUMO at 11.0 eV. As for the HOMO energy: -10.0 eV.

natural (NBO) population analysis, charges in e, atoms 1 to 2: number 1, H, carries 0.2303; number 2, C, carries -0.5910


Going by the energies, (w) is most stable and the next is 0.260 eV up.


(w)
Formula: C5H6O
Source: OMol25
Level of theory: wB97M-V/def2-TZVPD

Geometry (Å):
H  1.787  -0.233  -0.770
H  -0.408  1.125  -1.812
C  -0.383  0.700  -0.779
H  -1.983  -1.703  0.754
C  -1.118  -1.087  0.395
O  -1.502  -0.062  -0.414
C  0.226  -1.199  0.478
H  0.744  -2.018  0.944
H  1.150  2.049  -0.100
H  0.147  1.264  1.284
C  0.498  1.247  0.278
C  0.844  -0.084  -0.259

As for the net charge: 0. The calculation puts the gap between HOMO and LUMO at 9.5 eV. As for the HOMO energy: -8.4 eV. Its SMILES is C1=C[C@@H]2C[C@@H]2O1.

natural (NBO) population analysis, charges in e, atoms 1 to 2: number 1, H, carries 0.2242; number 2, H, carries 0.2113


(x)
Formula: C5H6O
Source: OMol25
Level of theory: wB97M-V/def2-TZVPD

Geometry (Å):
H  -2.996  -1.350  -1.960
H  0.716  3.425  0.648
H  1.172  -0.834  -0.048
C  1.026  2.408  0.594
H  2.461  -0.376  1.204
C  1.390  1.276  0.396
H  -2.608  0.381  -2.486
H  2.786  0.038  -0.479
C  -2.437  -0.414  -1.840
C  -1.409  -0.079  -1.025
C  1.959  -0.030  0.267
O  -0.593  0.185  -0.204

As for the net charge: 0. The calculation puts the gap between HOMO and LUMO at 10.0 eV. As for the HOMO energy: -9.3 eV. Its SMILES is C=C=O.C#CC.

natural (NBO) population analysis, charges in e, atoms 1 to 2: number 1, H, carries 0.2715; number 2, H, carries 0.2340


Going by the energies, (w) is most stable and the next is 1.929 eV up.


(w)
Formula: C5H6O
Source: OMol25
Level of theory: wB97M-V/def2-TZVPD

Geometry (Å):
H  1.472  0.543  -0.291
C  1.727  -0.089  -1.161
O  -1.633  1.148  -1.177
C  1.920  -0.757  -2.140
C  -0.543  -0.236  1.922
C  -0.773  0.696  0.991
C  -1.222  0.306  -0.395
H  -0.515  -1.296  1.688
H  -0.919  1.739  1.248
H  -0.329  0.050  2.948
H  -1.237  -0.776  -0.599
H  2.052  -1.327  -3.032

As for the net charge: 0. The calculation puts the gap between HOMO and LUMO at 10.2 eV. As for the HOMO energy: -10.1 eV. Its SMILES is C=CC=O.C#C.

natural (NBO) population analysis, charges in e, atoms 1 to 2: number 1, H, carries 0.2497; number 2, C, carries -0.2540


(x)
Formula: C5H6O
Source: OMol25
Level of theory: wB97M-V/def2-TZVPD

Geometry (Å):
C  -0.773  2.410  -1.080
C  0.787  -1.350  1.095
H  -0.453  3.429  -1.061
H  0.638  -1.081  2.147
C  -0.755  -0.162  -0.700
O  1.119  0.866  0.419
H  1.857  -1.534  0.964
C  -1.027  1.233  -1.035
H  -1.605  -0.727  -0.292
C  0.444  -0.126  0.283
H  0.209  -2.246  0.859
H  -0.441  -0.713  -1.599

As for the net charge: 0. The calculation puts the gap between HOMO and LUMO at 10.7 eV. As for the HOMO energy: -9.9 eV. Its SMILES is C#CCC(C)=O.

natural (NBO) population analysis, charges in e, atoms 1 to 2: number 1, C, carries -0.1970; number 2, C, carries -0.7217


Going by the energies, (x) is most stable and the next is 1.133 eV up.


(w)
Formula: C5H6O
Source: OMol25
Level of theory: wB97M-V/def2-TZVPD

Geometry (Å):
H  -0.319  1.425  -2.513
C  0.038  0.118  1.871
H  0.895  0.755  2.102
H  1.274  1.014  -0.791
H  -0.062  -2.208  -0.823
C  -0.446  0.549  -1.849
C  0.441  0.332  -0.749
O  -1.343  -0.228  -2.077
H  -0.003  -0.728  2.556
C  0.258  -1.410  -0.185
C  0.129  -0.341  0.497
H  -0.862  0.721  1.961

As for the net charge: 0. The calculation puts the gap between HOMO and LUMO at 9.4 eV. As for the HOMO energy: -8.7 eV. Its SMILES is CC1=C[C@H]1C=O.

natural (NBO) population analysis, charges in e, atoms 1 to 2: number 1, H, carries 0.1264; number 2, C, carries -0.6473


(x)
Formula: C5H6O
Source: OMol25
Level of theory: wB97M-V/def2-TZVPD

Geometry (Å):
H  -3.591  -0.598  -1.116
C  -0.543  0.695  0.637
C  0.667  0.311  -0.152
O  2.624  -1.018  -0.366
H  0.727  0.725  -1.161
C  -1.761  0.208  -0.034
H  2.481  -0.730  -1.278
H  1.553  -0.883  1.358
C  -2.721  -0.239  -0.610
C  1.578  -0.521  0.333
H  -0.500  0.265  1.645
H  -0.515  1.785  0.744

As for the net charge: 0. The calculation puts the gap between HOMO and LUMO at 9.9 eV. As for the HOMO energy: -9.0 eV. Its SMILES is C#CC/C=C/O.

natural (NBO) population analysis, charges in e, atoms 1 to 2: number 1, H, carries 0.2361; number 2, C, carries -0.4955


(y)
Formula: C5H6O
Source: OMol25
Level of theory: wB97M-V/def2-TZVPD

Geometry (Å):
C  -1.873  0.902  -0.074
H  1.658  -1.517  -0.772
C  -0.654  1.746  -0.020
H  -2.259  0.544  0.884
H  -2.635  1.227  -0.780
C  1.632  -0.843  0.089
O  -0.389  -0.893  1.390
H  2.091  -1.354  0.940
H  -0.404  0.211  -1.643
C  0.179  -0.511  0.391
C  -0.598  0.346  -0.580
H  2.255  0.022  -0.171

As for the net charge: 0. The calculation puts the gap between HOMO and LUMO at 8.8 eV. As for the HOMO energy: -9.5 eV.

natural (NBO) population analysis, charges in e, atoms 1 to 2: number 1, C, carries -0.6060; number 2, H, carries 0.2340


Going by the energies, (x) is most stable and the next is 1.314 eV up.